C20H22N2O3 | ωB97M-V/def2-TZVPD

## Properties
Spin multiplicity: 1
Energy above the lowest of the compared OMol25 structures with the same formula, charge and spin: 17.63 kcal per mole
LUMO level: 0.713 eV
Highest occupied orbital energy: -8.00 eV
Molar mass: 338.41 g mol⁻¹
Total charge: 0
SMILES: COc1ccc(NC(=O)[C@@H]2CC(=O)N(c3cccc(C)c3C)C2)cc1

Element x y z (Å)
C -7.00148 -1.61656 -0.03457
O -5.74145 -2.03942 -0.49485
C -4.67171 -1.21596 -0.30688
C -4.71263 0.01643 0.33416
C -3.56436 0.77844 0.46669
C -2.35619 0.32219 -0.04166
N -1.16040 1.04944 0.04852
C -0.93804 2.25501 0.62853
O -1.76853 2.91632 1.21250
C 0.51521 2.72582 0.50503
C 1.00394 2.73630 -0.94610
C 1.72858 1.40698 -1.12168
O 2.02268 0.87910 -2.16906
N 1.95795 0.90154 0.11654
C 2.61276 -0.33077 0.36720
C 1.90649 -1.33172 1.02337
C 2.50608 -2.55314 1.25374
C 3.79705 -2.77551 0.80943
C 4.51175 -1.78538 0.15064
C 5.90288 -2.07005 -0.33009
C 3.92642 -0.53217 -0.05851
C 4.67879 0.57042 -0.73616
C 1.47604 1.74184 1.19351
C -2.31226 -0.91708 -0.68052
C -3.45316 -1.67568 -0.81065
H -7.69553 -2.41109 -0.30430
H -7.31401 -0.68478 -0.51713
H -7.00986 -1.48345 1.05219
H -5.63457 0.40333 0.73778
H -3.60771 1.73256 0.96410
H -0.37911 0.60238 -0.41277
H 0.55923 3.71348 0.96658
H 0.20230 2.84145 -1.67633
H 1.72085 3.54137 -1.12028
H 0.88798 -1.15582 1.33876
H 1.96305 -3.33481 1.76282
H 4.25764 -3.73874 0.97405
H 6.15073 -3.11733 -0.17815
H 5.99572 -1.84044 -1.38995
H 6.63123 -1.46635 0.21157
H 5.74573 0.49350 -0.54849
H 4.33485 1.54328 -0.39034
H 4.50842 0.52523 -1.81212
H 0.98249 1.14664 1.96596
H 2.31663 2.27134 1.66097
H -1.37661 -1.28220 -1.08116
H -3.42933 -2.63340 -1.30527

Atom charges from the Löwdin analysis, given in e for atoms 1 to 6: C -0.09; O -0.09; C -0.28; C -0.01; C 0.00; C -0.22